The following is a quantum chemistry calculation of C6H8HoO6 as an isolated structure, from OMol25.

Geometry as ORCA input:
```
! RIJCOSX wB97M-V def2-TZVPD def2/J DEFGRID3
* xyz 3 5
Ho -3.023 4.412 1.430
O 1.255 -4.090 0.316
O -2.873 1.962 0.369
O -1.000 2.499 1.367
O -1.184 0.524 0.267
O 0.825 -6.040 -0.483
O 2.981 -5.417 -0.266
C 1.799 -5.203 -0.167
C 0.004 0.117 0.826
C -1.682 1.711 0.665
C 2.159 -3.080 0.745
C 1.369 -1.930 1.349
C 0.417 -1.225 0.507
H 0.160 0.441 1.868
H 2.832 -3.482 1.511
H -0.165 -1.786 -0.236
H 0.966 0.362 0.137
H 1.202 -6.878 -0.781
H 2.758 -2.729 -0.105
H 0.642 -2.338 2.100
H 2.027 -1.250 1.906
*
```

Properties
Energy above the lowest of the compared OMol25 structures with the same formula, charge and spin   93.2 kJ/mol
Gap between HOMO and LUMO (spin up / spin down)   7.598 / 2.380 eV
<S²>   6.01